8
Properties=species:S:1:pos:R:3:forces:R:3 method="wB97M-V/def2-TZVPD" total_charge=0 lumo_ev="0.39 / 0.30" energy_ev=-7134.767 e_above_lowest_kj_mol=159.2
N -0.06428 -1.50201 0.13241 0.0449 0.3170 0.1562
N -0.07273 1.13709 -0.12360 1.0326 1.1948 -0.6813
O -0.96334 -0.56729 0.37380 0.3057 -0.7701 -0.3619
O 1.08394 1.07986 -0.69280 -1.5241 -0.4987 1.0437
H 0.56110 -1.66055 0.92351 -0.0292 0.1119 -0.1762
H 0.45591 -1.33729 -0.73666 -0.2381 -0.1468 0.1372
H -0.85434 1.40206 -0.72604 0.1199 -0.1685 0.2056
H -0.14626 1.44813 0.84939 0.2883 -0.0395 -0.3234